No. 1
# C4H12Si2

A cluster of 2 separate species, C4H12Si2 in total at a distorted geometry (wB97M-V/def2-TZVPD, the Open Molecules 2025 dataset).

Last column: Mulliken spin population.
Element x y z (Å)
C  1.149  -1.708  -0.325  0.814
C  0.663  1.243  1.346  0.074
C  -2.177  -0.229  0.989  -0.003
C  -1.124  1.431  -1.411  0.004
Si  2.875  -1.524  -0.253  0.959
Si  -0.829  1.073  0.433  -0.015
H  0.554  -1.896  -1.248  0.037
H  0.591  -1.020  0.266  0.083
H  0.939  0.388  2.021  -0.012
H  1.361  1.981  1.083  0.002
H  -3.159  -0.170  0.475  0.000
H  -1.800  -1.314  0.939  0.000
H  -2.468  0.133  2.017  0.002
H  -0.646  2.261  -1.883  -0.001
H  -0.934  0.579  -1.922  -0.002
H  -2.282  1.620  -1.469  0.000
H  3.544  -1.947  1.018  0.025
H  3.984  -1.083  -1.044  0.032

As for the total charge: 0. Its spin multiplicity is 3. The HOMO energy (alpha / beta) is -0.22624 / -0.29745 hartree. The calculation puts the energy relative to the best compared isomer or geometry (same formula, charge and spin) at 53.6 kcal/mol. For the largest force on an atom, the calculation gives 5.23 eV/A. The value obtained for the energy is -738.32713 a.u.

No. 2
# C15H41F3N16O11

A cluster of 9 separate species, C15H41F3N16O11 in total at a distorted geometry (wB97M-V/def2-TZVPD, the Open Molecules 2025 dataset).

Last column: Mulliken charge in e.
Element x y z (Å)
O  -1.216  -0.774  -0.269  -0.633
C  -0.562  -0.169  -1.154  0.201
O  -0.882  1.128  -1.706  -0.301
C  -0.287  1.183  -3.045  -0.663
C  1.170  0.451  -3.015  0.177
C  2.424  1.418  -2.667  -0.805
C  3.721  0.518  -2.377  -0.442
C  4.357  0.767  -0.907  0.614
F  3.363  0.736  0.104  -0.231
F  5.246  -0.346  -0.700  -0.225
F  5.131  1.949  -0.918  -0.246
C  0.809  -0.647  -1.868  0.297
O  0.781  -1.879  -2.652  -0.553
H  -0.986  0.861  -3.905  0.223
H  0.001  2.298  -3.155  0.340
H  1.414  0.049  -4.057  0.327
H  2.180  2.169  -1.825  0.361
H  2.645  2.077  -3.592  0.320
H  3.492  -0.615  -2.398  0.077
H  4.557  0.662  -3.161  0.451
H  1.563  -0.673  -0.998  0.336
H  1.513  -2.427  -2.277  0.345
N  -3.830  1.636  3.018  -0.347
C  -3.361  1.937  1.779  0.380
N  -2.786  0.901  1.125  -0.187
O  -3.452  3.054  1.295  -0.644
H  -3.765  0.724  3.434  0.134
H  -4.265  2.381  3.539  0.218
H  -2.426  1.084  0.203  0.134
H  -2.702  -0.024  1.505  0.154
N  7.374  -3.222  -0.971  -0.424
C  6.944  -3.125  -2.253  0.582
N  7.783  -3.654  -3.173  -0.289
O  5.879  -2.602  -2.555  -0.551
H  8.243  -3.647  -0.704  0.146
H  6.776  -2.839  -0.256  0.235
H  7.495  -3.600  -4.138  0.190
H  8.659  -4.089  -2.949  0.157
N  4.387  -7.947  -3.204  -0.399
C  4.795  -6.756  -3.708  0.630
N  4.898  -5.758  -2.797  -0.270
O  5.050  -6.593  -4.893  -0.647
H  4.173  -8.100  -2.235  0.155
H  4.298  -8.713  -3.851  0.237
H  5.200  -4.857  -3.135  0.111
H  4.695  -5.868  -1.820  0.166
N  6.232  -2.813  -8.355  -0.375
C  6.012  -2.383  -7.088  0.579
N  5.823  -3.372  -6.179  -0.263
O  5.985  -1.199  -6.789  -0.654
H  6.258  -3.780  -8.621  0.168
H  6.377  -2.108  -9.060  0.230
H  5.655  -3.093  -5.224  0.113
H  5.841  -4.352  -6.404  0.166
N  -6.596  2.866  2.170  -0.049
C  -7.556  3.259  3.034  0.667
N  -8.537  4.019  2.487  -0.402
O  -7.542  2.953  4.223  -0.711
H  -6.589  3.104  1.194  0.154
H  -5.850  2.299  2.542  0.025
H  -9.271  4.332  3.101  0.227
H  -8.566  4.280  1.518  0.173
N  -6.730  4.017  7.573  -0.339
C  -5.469  4.349  7.942  0.575
N  -4.552  4.265  6.950  -0.185
O  -5.182  4.696  9.081  -0.695
H  -6.983  3.730  6.643  0.225
H  -7.444  4.066  8.281  0.182
H  -3.600  4.503  7.180  0.149
H  -4.769  3.983  6.011  0.138
N  -5.306  -0.069  0.315  -0.278
C  -6.527  0.190  -0.211  0.547
N  -7.121  -0.869  -0.818  -0.421
O  -7.054  1.290  -0.145  -0.631
H  -4.857  -0.966  0.271  0.164
H  -4.832  0.694  0.774  0.320
H  -8.031  -0.716  -1.221  0.249
H  -6.706  -1.781  -0.883  0.148
N  -0.397  3.325  7.784  -0.386
C  -0.832  3.421  6.504  0.666
N  0.002  2.886  5.578  -0.412
O  -1.893  3.950  6.207  -0.654
H  0.470  2.895  8.049  0.163
H  -0.991  3.711  8.501  0.223
H  -0.287  2.939  4.615  0.215
H  0.877  2.448  5.801  0.147

As for the total charge: 0. The HOMO energy is -0.32026 hartree. For the largest force on an atom, the calculation gives 5.40 eV/A. The value obtained for the energy is -2599.76158 a.u. The SMILES is O=C1OC[C@@H](CCC(F)(F)F)[C@@H]1O.NC(N)=O.NC(N)=O.NC(N)=O.NC(N)=O.NC(N)=O.NC(N)=O.NC(N)=O.NC(N)=O.

No. 3
# C31H35ClFeNO8PSTe

A structure of composition C31H35ClFeNO8PSTe at a distorted geometry (wB97M-V/def2-TZVPD, the Open Molecules 2025 dataset).

Last column: Mulliken spin population.
Element x y z (Å)
Fe  -0.167  0.530  -0.217  2.004
O  -1.931  2.208  1.804  0.019
S  -2.791  1.727  0.732  0.026
O  -3.844  2.651  0.383  0.006
O  -2.000  1.305  -0.483  0.006
C  -3.518  0.259  1.387  0.185
C  -4.763  0.392  1.957  -0.161
C  -5.404  -0.697  2.568  0.354
C  -4.750  -1.944  2.571  -0.124
C  -3.508  -2.095  2.004  0.224
C  -2.825  -1.003  1.368  0.066
P  -1.089  -1.189  0.960  0.073
C  -1.130  -2.842  0.133  0.004
C  -0.003  -3.666  0.110  0.003
C  0.073  -4.754  -0.749  -0.001
C  -0.972  -5.033  -1.619  -0.001
C  -2.094  -4.215  -1.614  -0.005
C  -2.164  -3.124  -0.758  0.029
C  -0.286  -1.561  2.569  -0.056
C  -0.445  -2.804  3.197  0.121
C  0.086  -3.055  4.456  -0.054
C  0.788  -2.066  5.125  0.065
C  0.937  -0.817  4.524  -0.004
C  0.403  -0.533  3.274  0.004
H  -5.233  1.368  1.917  -0.013
H  -6.376  -0.577  3.031  0.050
H  -5.237  -2.801  3.027  -0.009
H  -3.037  -3.072  2.009  0.114
H  0.820  -3.450  0.780  -0.002
H  0.957  -5.383  -0.749  0.000
H  -0.908  -5.869  -2.306  0.001
H  -2.913  -4.415  -2.296  0.000
H  -3.029  -2.473  -0.768  0.004
H  -0.966  -3.596  2.674  0.038
H  -0.037  -4.032  4.910  -0.003
H  1.212  -2.256  6.104  0.012
H  1.484  -0.037  5.047  -0.003
H  -0.276  1.461  2.953  0.000
C  1.363  4.881  -0.551  -0.019
Te  -0.493  3.798  -0.426  0.548
C  -1.352  5.800  0.400  0.170
H  1.286  5.847  -0.049  0.001
H  1.582  5.022  -1.613  0.008
H  2.152  4.280  -0.096  0.010
H  -1.253  6.493  -0.444  0.022
H  -0.887  6.215  1.299  -0.004
H  -2.408  5.586  0.582  -0.011
C  3.377  2.040  -2.009  0.027
N  3.077  1.145  -3.172  -0.004
C  2.852  1.927  -4.417  -0.001
C  1.883  0.261  -2.866  0.037
C  2.211  -0.609  -1.677  -0.047
C  3.240  -1.529  -1.903  0.004
C  3.814  -2.246  -0.863  -0.001
C  3.372  -1.975  0.421  0.002
C  2.313  -1.094  0.627  -0.010
C  1.629  -0.413  -0.401  -0.072
H  4.063  2.827  -2.322  0.000
H  3.793  1.445  -1.200  -0.001
H  2.427  2.458  -1.652  -0.025
H  3.861  0.511  -3.298  0.000
H  2.008  2.597  -4.241  0.001
H  2.597  1.249  -5.230  0.000
H  3.749  2.498  -4.655  0.000
H  1.682  -0.320  -3.767  0.001
H  1.050  0.919  -2.658  -0.052
H  3.587  -1.706  -2.923  0.000
H  4.582  -2.988  -1.054  -0.001
H  3.830  -2.471  1.272  0.000
H  2.014  -0.936  1.652  -0.015
O  -1.734  -0.644  -2.430  0.007
C  -0.762  -0.459  -1.896  0.047
C  0.573  0.841  2.681  0.020
H  1.490  1.337  3.006  0.001
H  0.549  0.786  1.577  0.040
O  0.485  3.575  -3.464  0.005
Cl  -0.793  2.781  -3.415  0.012
O  -0.700  1.870  -4.591  -0.002
O  -1.888  3.726  -3.645  -0.002
O  0.716  2.137  -0.610  0.329

As for the total charge: -2. Its spin multiplicity is 5. The HOMO energy (alpha / beta) is 0.03911 / -0.06676 hartree. For the largest force on an atom, the calculation gives 1.78 eV/A. The value obtained for the energy is -4590.07468 a.u.

No. 4
# C36H43Br3HfN7O2S

A structure of composition C36H43Br3HfN7O2S at a distorted geometry (wB97M-V/def2-TZVPD, the Open Molecules 2025 dataset).

Last column: Mulliken charge in e.
Element x y z (Å)
Hf  0.840  0.159  0.324  1.109
Br  -0.520  -5.283  4.661  -0.048
C  -0.145  -3.723  3.648  -0.545
C  -0.984  -2.641  3.626  -0.853
C  -0.749  -1.616  2.769  -0.353
N  0.220  -1.609  1.852  1.234
C  1.025  -2.689  1.839  0.424
C  0.903  -3.725  2.731  -0.733
C  2.056  -2.761  0.723  0.398
C  2.739  -3.879  0.329  -0.605
C  3.611  -3.771  -0.706  -0.449
Br  4.375  -5.331  -1.303  -0.043
C  3.871  -2.574  -1.337  -0.801
C  3.138  -1.495  -0.853  -0.592
N  2.209  -1.580  0.100  0.891
H  -1.839  -2.631  4.302  0.526
H  -1.447  -0.793  2.760  0.410
H  1.579  -4.605  2.699  0.519
H  2.631  -4.894  0.805  0.425
H  4.573  -2.431  -2.144  0.578
H  3.311  -0.501  -1.214  0.527
C  -5.901  0.370  0.269  -1.013
C  -4.953  0.865  -0.837  -0.616
N  -3.745  1.469  -0.183  0.498
C  -3.880  2.840  0.226  -0.823
C  -3.579  3.728  -0.961  -0.832
C  -2.721  0.732  0.037  0.186
S  -1.284  1.440  0.890  -0.610
N  -2.822  -0.616  -0.262  -0.392
C  -1.789  -1.356  -0.507  -0.643
O  -0.560  -0.900  -0.663  1.858
C  -1.941  -2.784  -0.568  0.872
C  -3.185  -3.396  -0.213  -0.649
C  -3.341  -4.752  -0.436  -0.690
C  -2.266  -5.542  -0.888  -0.565
C  -0.994  -4.955  -1.129  -1.192
C  -0.880  -3.583  -0.987  0.296
H  -6.796  -0.082  -0.179  0.361
H  -6.137  1.090  1.043  0.376
H  -5.348  -0.402  0.869  0.236
H  -5.379  1.647  -1.474  0.415
H  -4.556  0.123  -1.490  0.416
H  -3.278  3.053  1.102  0.508
H  -4.913  2.989  0.557  0.313
H  -2.598  3.485  -1.398  0.017
H  -3.535  4.758  -0.634  0.425
H  -4.391  3.697  -1.699  0.389
H  -3.975  -2.696  0.139  0.427
H  -4.322  -5.196  -0.273  0.474
H  -2.440  -6.633  -1.035  0.394
H  -0.161  -5.517  -1.428  0.629
H  0.047  -3.046  -1.295  0.158
C  0.030  1.677  -2.342  -0.095
C  0.229  2.369  -3.727  -0.965
N  1.121  1.546  -4.551  -0.031
C  0.784  0.169  -4.390  -0.915
C  1.110  -0.342  -2.968  -0.251
N  1.185  0.829  -1.985  0.935
C  2.381  1.640  -2.443  -0.701
C  2.412  1.734  -3.982  -1.259
H  -0.853  1.028  -2.427  0.046
H  -0.088  2.407  -1.515  -0.035
H  0.605  3.413  -3.679  0.286
H  -0.763  2.495  -4.177  0.405
H  1.371  -0.493  -5.025  0.448
H  -0.288  0.052  -4.598  0.355
H  2.110  -0.823  -3.016  0.412
H  0.400  -1.077  -2.622  -0.304
H  3.327  1.244  -2.095  0.440
H  2.301  2.607  -1.959  0.580
H  3.090  1.029  -4.431  0.303
H  2.787  2.685  -4.306  0.460
C  1.014  4.026  1.339  -0.819
C  2.139  3.272  0.687  0.854
C  3.531  3.854  0.695  -1.562
O  1.966  2.110  0.247  -0.452
H  0.943  5.096  1.023  0.453
H  1.354  4.129  2.412  0.363
H  0.014  3.562  1.333  -0.001
H  3.529  4.742  0.000  0.382
H  4.289  3.181  0.468  0.331
H  3.729  4.288  1.689  0.467
Br  4.476  0.049  2.048  -0.035
C  3.057  0.778  3.090  0.090
C  3.433  1.296  4.350  -0.806
C  2.406  1.859  5.125  -0.535
C  1.118  1.837  4.659  -1.158
C  0.851  1.267  3.411  -0.153
N  1.810  0.783  2.563  0.104
H  4.475  1.340  4.605  0.500
H  2.626  2.335  6.002  0.567
H  0.345  2.250  5.282  0.545
H  -0.133  1.299  3.009  0.511

As for the total charge: +3. The HOMO energy is -0.57552 hartree. The calculation puts the energy relative to the best compared isomer or geometry (same formula, charge and spin) at 2.2 kcal/mol. For the largest force on an atom, the calculation gives 3.03 eV/A. The value obtained for the energy is -10098.93146 a.u.

No. 5
# C3H5N3

An isolated molecule of C3H5N3 at a distorted geometry (wB97M-V/def2-TZVPD, the Open Molecules 2025 dataset).

Last column: Mulliken charge in e.
Element x y z (Å)
C  -1.634  0.080  0.199  -0.785
N  -0.237  0.276  -0.155  -0.185
C  0.823  0.794  0.563  -0.015
C  1.952  0.204  0.343  -0.484
N  1.635  -1.249  -0.476  -0.064
N  0.531  -1.430  -0.763  -0.094
H  -2.119  -0.446  -0.634  0.282
H  -1.736  -0.531  1.097  0.302
H  -2.087  1.058  0.343  0.346
H  -0.135  0.875  -0.967  0.314
H  3.007  0.369  0.451  0.384

As for the total charge: 0. The HOMO energy is -0.31581 hartree. The calculation puts the energy relative to the best compared isomer or geometry (same formula, charge and spin) at 104.6 kcal/mol. For the largest force on an atom, the calculation gives 1.85 eV/A. The value obtained for the energy is -281.42335 a.u.

No. 6
# CHCl2OPS

A cluster of 2 separate species, CHCl2OPS in total at a distorted geometry (wB97M-V/def2-TZVPD, the Open Molecules 2025 dataset).

Last column: Mulliken charge in e.
Element x y z (Å)
C  0.573  0.427  -0.794  -0.111
O  -0.408  0.675  1.710  -0.525
P  -0.321  -0.314  0.638  0.873
S  1.582  0.009  -1.918  -0.102
Cl  -2.097  -0.942  -0.074  -0.166
Cl  0.557  -2.017  1.320  -0.177
H  0.114  2.163  -0.882  0.209

As for the total charge: 0. The HOMO energy is -0.34439 hartree. The calculation puts the energy relative to the best compared isomer or geometry (same formula, charge and spin) at 64.8 kcal/mol. For the largest force on an atom, the calculation gives 3.92 eV/A. The value obtained for the energy is -1773.81824 a.u.

No. 7
# C5H7NO2

A cluster of 2 separate species, C5H7NO2 in total at a distorted geometry (wB97M-V/def2-TZVPD, the Open Molecules 2025 dataset).

Last column: Mulliken charge in e.
Element x y z (Å)
C  -1.417  0.881  0.221  0.747
C  3.498  1.240  -0.313  -0.189
C  2.081  0.783  -0.700  -0.360
C  -2.312  -1.550  0.296  -1.059
C  -1.873  -0.192  0.773  -0.511
N  2.254  1.977  0.086  -0.168
O  -1.170  1.876  -0.363  -0.514
O  1.667  2.112  -1.271  -0.201
H  4.026  0.564  0.364  0.243
H  4.040  1.819  -1.033  0.237
H  -1.520  -2.205  0.447  0.301
H  -2.419  -1.424  -0.754  0.327
H  -3.230  -1.762  0.680  0.366
H  -1.686  -0.103  1.780  0.324
H  0.629  2.250  -1.349  0.456

As for the total charge: 0. The HOMO energy is -0.29936 hartree. The calculation puts the energy relative to the best compared isomer or geometry (same formula, charge and spin) at 200.1 kcal/mol. For the largest force on an atom, the calculation gives 3.89 eV/A. The value obtained for the energy is -399.64663 a.u.

No. 8
# C6H12O

An isolated molecule of C6H12O (wB97M-V/def2-TZVPD, the Open Molecules 2025 dataset).

Last column: Mulliken charge in e.
Element x y z (Å)
C  2.502  -0.419  0.108  -1.162
C  1.514  0.633  -0.379  -0.569
C  0.138  0.490  0.290  0.317
C  -1.029  0.815  -0.636  -0.828
C  -2.179  0.062  0.023  -0.569
C  -1.471  -1.203  0.516  -0.459
O  -0.111  -0.842  0.749  -0.425
H  2.596  -0.386  1.200  0.290
H  2.132  -1.415  -0.156  0.298
H  3.494  -0.284  -0.336  0.381
H  1.890  1.644  -0.164  0.330
H  1.416  0.571  -1.473  0.284
H  0.107  1.152  1.172  0.229
H  -1.179  1.895  -0.724  0.374
H  -0.830  0.410  -1.638  0.360
H  -3.018  -0.151  -0.649  0.339
H  -2.556  0.630  0.882  0.277
H  -1.919  -1.589  1.443  0.254
H  -1.497  -2.013  -0.228  0.279

As for the total charge: 0. The HOMO energy is -0.34600 hartree. The calculation puts the energy relative to the best compared isomer or geometry (same formula, charge and spin) at 12.3 kcal/mol. For the largest force on an atom, the calculation gives 0.29 eV/A. The value obtained for the energy is -311.03974 a.u. The SMILES is CC[C@H]1CCCO1.

> Among the records above, which one has the lowest energy?

C36H43Br3HfN7O2S